Computed, not measured: a molecular structure, C52H132BN12O20Pb in a non-equilibrium geometry, with the ωB97M-V functional and the def2-TZVPD basis.

Geometry as XYZ:
```
218
Properties=species:S:1:pos:R:3:lowdin_charge:R:1
Pb 16.34360 -25.77109 -29.77997 1.4463
O 19.15317 -21.96542 -22.84092 0.1129
C 18.12950 -21.35114 -22.48073 -0.3652
O 17.90415 -20.81006 -21.32187 0.2495
B 16.48136 -20.33621 -21.26491 -0.8696
O 16.00665 -20.46625 -22.64558 0.2389
C 16.89589 -21.17126 -23.36522 -0.3522
O 16.78997 -21.52378 -24.51860 0.1357
O 16.37385 -18.96023 -20.71687 0.2344
C 15.71386 -19.01072 -19.57160 -0.3471
O 15.47419 -18.04809 -18.80387 0.1071
C 15.21720 -20.41884 -19.35990 -0.3464
O 15.70649 -21.16837 -20.36763 0.2300
O 14.54114 -20.81605 -18.42023 0.1376
C 12.85280 -12.95044 -23.12373 -0.0753
C 12.88567 -12.17512 -21.82995 -0.4449
C 11.64014 -12.54569 -21.00266 -0.2052
O 11.68515 -11.95806 -19.71508 -0.1971
C 10.71878 -12.35304 -18.80349 -0.1187
N 14.05524 -12.55983 -21.11842 0.0600
H 12.55681 -13.99508 -23.02774 0.0793
H 13.75045 -12.86257 -23.73577 0.0811
H 12.06588 -12.54265 -23.75821 0.0746
H 12.91082 -11.09462 -21.97135 0.1467
H 11.51192 -13.62812 -21.00159 0.1219
H 10.72666 -12.18782 -21.47763 0.1253
H 10.98655 -11.92272 -17.83850 0.0925
H 10.74189 -13.44214 -18.76573 0.0886
H 9.70797 -12.02876 -19.05087 0.0855
H 13.90792 -12.14153 -20.21100 0.0720
H 14.12511 -13.54293 -20.89767 0.0894
C 1.68554 -17.85427 -13.60725 -0.0625
C 2.53173 -16.61248 -13.16146 -0.4215
C 3.92902 -16.52862 -13.86319 -0.1775
O 4.71916 -17.67166 -13.41430 -0.1877
C 6.00966 -17.54410 -14.06705 -0.1123
N 1.64579 -15.50494 -13.48651 0.0054
H 1.56327 -17.87144 -14.69024 0.0735
H 0.74792 -17.83841 -13.05164 0.0692
H 2.22057 -18.79663 -13.48973 0.0651
H 2.71720 -16.57582 -12.08798 0.1274
H 4.27864 -15.60039 -13.41124 0.1194
H 3.79471 -16.61521 -14.94142 0.1247
H 6.67052 -16.77677 -13.66385 0.0837
H 5.97312 -17.50071 -15.15558 0.0804
H 6.49843 -18.49943 -13.87586 0.0809
H 0.83778 -15.48230 -12.88095 0.0688
H 2.06403 -14.59133 -13.38408 0.0630
C 17.96881 -6.79655 -15.15663 -0.0611
C 18.83718 -7.70103 -16.07897 -0.4242
C 18.58011 -9.17760 -15.85670 -0.2123
O 19.47466 -9.93107 -16.70248 -0.1716
C 19.50261 -11.34268 -16.50314 -0.1065
N 18.58187 -7.34260 -17.49558 0.0537
H 17.94027 -5.79811 -15.59297 0.0693
H 18.36309 -6.83484 -14.14115 0.0751
H 16.93337 -7.13702 -15.15105 0.0721
H 19.88055 -7.57566 -15.78955 0.1343
H 17.51686 -9.25951 -16.08233 0.1162
H 18.58082 -9.46032 -14.80401 0.1265
H 20.21352 -11.85790 -17.14909 0.0841
H 18.49019 -11.71775 -16.65293 0.0846
H 19.83913 -11.68189 -15.52346 0.0780
H 17.60817 -7.54941 -17.66655 0.0686
H 18.56979 -6.33842 -17.60318 0.0612
C 21.93749 -26.22306 -31.88924 -0.0422
C 21.69794 -24.94727 -31.01052 -0.3818
C 21.06963 -23.73503 -31.66763 -0.2360
O 19.82215 -23.99260 -32.27792 -0.2179
C 19.43167 -22.92335 -33.19911 -0.0746
N 20.93501 -25.23544 -29.74780 0.0311
H 22.44375 -27.10270 -31.49170 0.0762
H 22.42657 -25.96343 -32.82812 0.0809
H 21.03005 -26.69780 -32.26248 0.0651
H 22.68046 -24.61671 -30.67363 0.1347
H 21.76998 -23.38985 -32.42818 0.1254
H 20.89492 -22.85589 -31.04738 0.1269
H 18.34879 -22.91520 -33.32328 0.0727
H 19.78426 -23.14448 -34.20652 0.0906
H 19.69688 -21.92235 -32.85887 0.0901
H 21.06795 -24.56515 -29.00407 0.0704
H 21.49258 -26.01235 -29.42281 0.0622
C 18.85114 -26.06805 -17.13946 -0.0741
C 17.67469 -27.03549 -17.04121 -0.4388
C 16.88312 -26.76141 -15.78590 -0.2268
O 15.82104 -27.67206 -15.55092 -0.1729
C 16.26221 -28.89181 -14.94136 -0.0986
N 16.86084 -26.88596 -18.25267 0.0384
H 18.68505 -24.99139 -17.10318 0.0798
H 19.33926 -26.12046 -18.11265 0.0737
H 19.61800 -26.21912 -16.37972 0.0752
H 18.02961 -28.06602 -17.02936 0.1276
H 16.51860 -25.73532 -15.73728 0.1350
H 17.62143 -26.77048 -14.98408 0.1201
H 17.13592 -29.32297 -15.43005 0.0783
H 15.50081 -29.66843 -15.01356 0.0841
H 16.46620 -28.82099 -13.87297 0.0860
H 16.60995 -25.92259 -18.42311 0.0702
H 15.94542 -27.19742 -17.96097 0.0566
C 32.06456 -20.68614 -18.96077 -0.0747
C 31.31023 -21.61692 -19.92597 -0.4352
C 29.80255 -21.59778 -19.54872 -0.1854
O 29.11660 -22.58566 -20.33145 -0.1948
C 27.69969 -22.50360 -20.36303 -0.1173
N 31.59592 -21.12818 -21.27059 0.0337
H 31.61756 -20.82200 -17.97597 0.0705
H 31.88339 -19.64116 -19.21236 0.0726
H 33.14364 -20.83367 -19.00457 0.0798
H 31.82969 -22.56944 -19.82124 0.1363
H 29.44046 -20.58972 -19.75067 0.1243
H 29.66661 -21.83380 -18.49329 0.1194
H 27.22239 -22.71584 -19.40635 0.0850
H 27.32554 -23.17457 -21.13628 0.0819
H 27.30911 -21.56214 -20.74930 0.0800
H 30.99530 -21.68046 -21.86585 0.0613
H 31.14757 -20.22376 -21.30389 0.0626
C 8.60330 -24.89815 -16.16734 -0.0979
C 9.50356 -26.10515 -16.44614 -0.3951
C 9.97064 -26.03779 -17.99931 -0.1995
O 10.93775 -26.96369 -18.33051 -0.1832
C 10.58237 -28.33784 -18.17092 -0.0865
N 10.54901 -25.75174 -15.49703 0.0331
H 7.70099 -25.23111 -16.68024 0.0724
H 8.88493 -23.98098 -16.68462 0.0790
H 8.38638 -24.71205 -15.11548 0.0849
H 8.98761 -27.02936 -16.18589 0.1255
H 10.21976 -25.00223 -18.23098 0.1214
H 9.13366 -26.20655 -18.67687 0.1161
H 9.90385 -28.65375 -18.96333 0.0877
H 10.18389 -28.58019 -17.18574 0.0795
H 11.48356 -28.94783 -18.23322 0.0874
H 10.83640 -24.81730 -15.75064 0.0762
H 11.37684 -26.30453 -15.66799 0.0692
C 21.17673 -20.92765 -6.99838 -0.0758
C 20.57352 -19.87468 -7.89344 -0.4626
C 19.55981 -20.34754 -8.86380 -0.1897
O 19.12649 -19.17786 -9.63892 -0.1950
C 18.62332 -19.47425 -10.93651 -0.1105
N 19.98078 -18.92302 -6.92626 0.0311
H 22.03506 -20.62369 -6.39923 0.0849
H 21.57746 -21.68053 -7.67712 0.0705
H 20.45359 -21.51661 -6.43420 0.0810
H 21.35482 -19.32740 -8.42085 0.1430
H 18.75726 -20.83121 -8.30695 0.1309
H 20.10918 -21.06308 -9.47560 0.1220
H 18.34627 -18.55600 -11.45437 0.0839
H 17.73210 -20.10121 -10.96401 0.0840
H 19.45995 -19.89546 -11.49394 0.0824
H 19.34636 -19.46926 -6.36124 0.0599
H 19.39541 -18.24373 -7.39102 0.0601
C 21.43433 -13.02457 -23.49320 -0.0882
C 21.99217 -11.68742 -23.08596 -0.4364
C 22.95084 -11.13029 -24.20140 -0.2080
O 23.18305 -9.76752 -23.93539 -0.1668
C 23.89247 -9.13020 -24.97560 -0.1227
N 20.90091 -10.76397 -22.91499 0.0306
H 20.65724 -12.95565 -24.25445 0.0791
H 21.05211 -13.66890 -22.70147 0.0793
H 22.19368 -13.66513 -23.94171 0.0715
H 22.49204 -11.69899 -22.11740 0.1388
H 22.50056 -11.35880 -25.16738 0.1181
H 23.87640 -11.70423 -24.24645 0.1199
H 24.21352 -8.12009 -24.72120 0.0840
H 23.31705 -9.02885 -25.89577 0.0860
H 24.86866 -9.56373 -25.19288 0.0811
H 20.12420 -11.21171 -22.44987 0.0728
H 20.46882 -10.87588 -23.82101 0.0622
C 12.89263 -19.43775 -30.68626 -0.0716
C 11.94121 -20.53001 -30.11322 -0.4148
C 10.45447 -20.15150 -30.28863 -0.1909
O 9.63545 -21.28722 -29.89684 -0.2130
C 8.20407 -21.07186 -29.92814 -0.0827
N 12.23716 -21.78383 -30.83969 0.0290
H 13.93609 -19.68352 -30.48917 0.0699
H 12.75972 -18.43400 -30.28262 0.0754
H 12.75887 -19.26525 -31.75418 0.0713
H 12.08559 -20.52530 -29.03284 0.1338
H 10.32095 -19.73387 -31.28656 0.1240
H 10.20959 -19.34021 -29.60311 0.1241
H 7.86822 -20.75958 -30.91696 0.0840
H 7.89358 -20.29004 -29.23500 0.0829
H 7.64206 -21.96056 -29.64098 0.0855
H 11.31805 -22.19430 -30.75700 0.0414
H 12.12951 -21.57961 -31.82295 0.0617
C 14.89154 -31.04136 -25.56314 -0.0371
C 14.79627 -29.63770 -26.26453 -0.4375
C 14.19128 -28.55256 -25.37634 -0.2355
O 14.04575 -27.32482 -26.06530 -0.2159
C 13.01722 -26.46567 -25.39772 -0.0546
N 16.08847 -29.19192 -26.70967 0.0472
H 13.91238 -31.37102 -25.21576 0.0808
H 15.58936 -30.96828 -24.72899 0.0797
H 15.31411 -31.71034 -26.31281 0.0745
H 14.12055 -29.76968 -27.10956 0.1331
H 14.72700 -28.39993 -24.43942 0.1349
H 13.19494 -28.84316 -25.04325 0.1184
H 12.76749 -25.56046 -25.95119 0.0778
H 13.37115 -26.05577 -24.45178 0.0878
H 12.09750 -27.00973 -25.18276 0.0832
H 16.58706 -29.86526 -27.27370 0.0725
H 16.63019 -29.07779 -25.86492 0.0861
C 21.66461 -31.08139 -22.26016 -0.0664
C 21.95852 -29.81710 -23.05597 -0.4283
C 22.87692 -29.97914 -24.37885 -0.1512
O 22.16349 -30.49105 -25.53323 -0.2068
C 22.15942 -31.88397 -25.71414 -0.1198
N 20.80140 -29.00261 -23.40099 0.0272
H 20.85155 -31.65698 -22.70257 0.0715
H 21.32154 -30.70888 -21.29494 0.0737
H 22.55159 -31.69596 -22.10634 0.0825
H 22.58192 -29.20626 -22.40302 0.1198
H 23.81574 -30.50494 -24.20497 0.1121
H 23.31284 -29.00338 -24.59321 0.1058
H 23.14727 -32.29797 -25.91627 0.0882
H 21.52837 -32.05114 -26.58702 0.0823
H 21.62051 -32.35749 -24.89350 0.0757
H 21.12060 -28.04440 -23.40718 0.0689
H 20.23955 -28.86867 -22.57244 0.0654
```

The energy relative to the best compared isomer or geometry (same formula, charge and spin) is 1541.7 kJ/mol. The value obtained for the HOMO energy is -9.66 eV. Its HOMO-LUMO gap is 0.6931 eV. The LUMO energy comes out at -8.968 eV. Its spin multiplicity is 1. The net charge is +1.